# 1
{"formula": "C28H30CsIN4O4", "method": "ωB97M-V/def2-TZVPD", "symbols": ["Cs", "I", "O", "O", "O", "O", "N", "N", "N", "N", "C", "C", "C", "C", "C", "C", "C", "C", "C", "C", "C", "C", "C", "C", "C", "C", "C", "C", "C", "C", "C", "C", "C", "C", "C", "C", "C", "C", "H", "H", "H", "H", "H", "H", "H", "H", "H", "H", "H", "H", "H", "H", "H", "H", "H", "H", "H", "H", "H", "H", "H", "H", "H", "H", "H", "H", "H", "H"], "coordinates": [[0.800, 1.215, 1.639], [0.513, -0.671, 5.372], [0.671, 3.647, 0.445], [2.449, 3.926, 1.771], [2.500, 1.156, -0.509], [4.075, -0.936, -0.574], [-2.310, 1.640, 1.093], [0.457, -2.182, 0.699], [-2.440, -1.379, 0.954], [-1.455, 0.445, -1.813], [1.488, -2.685, 0.025], [5.044, -0.553, 0.373], [-1.017, -1.837, -2.363], [-3.249, -1.120, -1.413], [-4.660, 1.334, 0.810], [-1.855, -0.823, -1.910], [-4.790, 2.619, 0.308], [-0.184, 0.722, -2.097], [4.671, 3.184, -2.614], [1.527, -4.000, -0.433], [-3.661, 3.409, 0.215], [-0.619, -4.307, 0.538], [-3.229, -0.496, 1.796], [-0.583, -2.979, 0.960], [-2.443, 2.877, 0.621], [-3.405, 0.876, 1.197], [2.841, 3.521, -0.528], [0.297, -1.529, -2.683], [0.734, -0.226, -2.523], [-1.672, -1.177, 5.058], [-1.722, -2.381, 1.738], [3.509, 4.600, -1.079], [-3.177, -1.967, -0.144], [0.451, -4.829, -0.173], [4.027, 2.083, -2.068], [1.913, 3.744, 0.658], [3.083, 2.205, -1.020], [4.416, 4.459, -2.129], [-4.217, -0.934, 2.025], [-2.095, -0.558, 5.864], [-3.705, 4.421, -0.166], [4.896, 0.483, 0.690], [-1.528, 3.462, 0.563], [-2.711, -0.392, 2.756], [-1.487, -4.910, 0.777], [-2.663, -2.890, -0.420], [-1.383, -2.856, -2.426], [-1.343, -1.898, 2.647], [6.048, -0.636, -0.061], [5.003, -1.194, 1.263], [-3.735, -0.159, -1.240], [3.324, 5.584, -0.660], [-5.758, 2.994, -0.002], [0.438, -5.860, -0.507], [5.385, 3.038, -3.419], [1.761, 0.069, -2.688], [-2.396, -3.191, 2.077], [4.921, 5.326, -2.542], [4.240, 1.082, -2.428], [-3.846, -1.674, -2.146], [2.328, -2.023, -0.164], [0.979, -2.304, -3.009], [-1.663, -2.197, 5.479], [-4.199, -2.261, 0.169], [2.398, -4.345, -0.976], [0.144, 1.743, -1.961], [3.385, -0.182, -0.603], [-5.515, 0.675, 0.907]], "lowdin_charge": [1.056, 0.256, -0.248, -0.069, -0.350, -0.209, 0.081, 0.139, -0.126, 0.135, -0.119, -0.180, -0.043, -0.117, -0.056, -0.294, -0.093, -0.121, -0.148, -0.075, -0.070, -0.050, -0.139, -0.268, -0.124, -0.268, -0.089, -0.081, -0.057, -0.636, -0.139, -0.067, -0.195, -0.090, -0.048, -0.819, -0.392, -0.154, 0.118, -0.158, 0.095, 0.081, 0.081, 0.085, 0.102, 0.097, 0.107, 0.076, 0.064, 0.069, 0.094, 0.106, 0.093, 0.094, 0.079, 0.097, 0.125, 0.070, 0.094, 0.110, 0.089, 0.101, -0.153, 0.118, 0.099, 0.111, 0.023, 0.102], "total_charge": -2, "energy_ev": -52322.8546, "homo_lumo_gap_ha": 0.19179}

# 2
{"formula": "C28H30F6N6O4S3SiTa", "method": "ωB97M-V/def2-TZVPD", "symbols": ["Ta", "S", "S", "S", "Si", "F", "F", "F", "F", "F", "F", "O", "O", "O", "O", "N", "N", "N", "N", "N", "N", "C", "C", "C", "C", "C", "C", "C", "C", "C", "C", "C", "C", "C", "C", "C", "C", "C", "C", "C", "C", "C", "C", "C", "C", "C", "C", "C", "C", "H", "H", "H", "H", "H", "H", "H", "H", "H", "H", "H", "H", "H", "H", "H", "H", "H", "H", "H", "H", "H", "H", "H", "H", "H", "H", "H", "H", "H", "H"], "coordinates": [[-0.573, 0.038, 0.398], [0.596, 0.986, -1.429], [-2.369, -2.470, -0.756], [-1.822, -2.790, 1.909], [3.493, 0.227, -3.605], [-4.866, -1.707, -0.807], [-0.523, -4.887, 1.046], [-4.462, -3.626, -1.734], [-1.711, -5.208, 2.829], [0.153, -4.102, 2.952], [-3.869, -1.790, -2.727], [-1.480, -3.139, -1.626], [-0.717, -1.836, 1.548], [-2.557, -2.483, 3.077], [-2.048, -0.986, -0.568], [-2.725, -3.058, 0.641], [1.373, -0.062, 1.616], [-2.297, 0.446, 1.879], [-0.215, 1.960, 1.647], [-1.850, 1.716, -0.519], [0.805, -1.401, -0.722], [-4.042, -2.404, -1.572], [1.188, -2.680, -0.670], [1.221, 2.330, 1.577], [5.283, -0.104, -3.221], [2.022, 1.101, 1.842], [-3.575, 0.050, 1.729], [-1.053, 3.140, 1.269], [-3.214, 2.558, -2.299], [-4.124, 0.685, 3.959], [-4.508, 0.155, 2.737], [2.989, -0.345, -5.299], [-0.907, -4.390, 2.212], [1.449, -0.564, -1.558], [2.219, -3.143, -1.459], [2.874, -2.250, -2.293], [-2.389, 4.042, -0.629], [3.287, -1.222, 2.469], [-1.949, 1.026, 3.046], [-2.553, 1.536, -1.662], [-1.775, 2.959, -0.024], [-0.562, 1.593, 3.063], [3.075, 2.025, -3.322], [2.011, -1.204, 1.953], [-3.129, 3.844, -1.779], [3.962, -0.024, 2.648], [-2.824, 1.150, 4.104], [3.305, 1.158, 2.342], [2.510, -0.895, -2.374], [3.204, -1.404, -5.457], [5.912, 0.483, -3.894], [5.543, 0.181, -2.200], [3.774, 2.120, 2.507], [3.740, -2.168, 2.730], [1.444, 3.104, 2.316], [-3.847, -0.357, 0.769], [4.969, -0.009, 3.045], [-3.770, 2.350, -3.202], [0.158, 0.872, 3.449], [3.689, -2.617, -2.908], [3.741, 2.617, -3.956], [-2.288, 5.029, -0.195], [-2.498, 1.623, 5.021], [-2.562, 0.540, -2.075], [2.498, -4.187, -1.421], [5.561, -1.150, -3.364], [3.537, 0.213, -6.061], [1.466, -2.120, 1.813], [-5.521, -0.182, 2.563], [-3.620, 4.675, -2.268], [0.651, -3.336, -0.005], [-0.507, 2.484, 3.691], [1.429, 2.735, 0.585], [1.923, -0.188, -5.481], [2.055, 2.282, -3.614], [-1.797, 3.308, 2.049], [-0.427, 4.033, 1.241], [-4.830, 0.764, 4.776], [3.247, 2.351, -2.294]], "lowdin_charge": [1.776, 0.852, 0.737, 0.720, 0.530, 0.174, 0.169, 0.232, 0.229, 0.179, 0.192, -0.178, -0.462, -0.182, -0.505, -0.241, -0.029, -0.017, -0.248, -0.107, -0.128, -0.684, -0.120, -0.121, -0.159, -0.258, -0.096, -0.070, 0.011, 0.032, 0.013, -0.154, -0.675, -0.608, 0.016, -0.005, 0.033, 0.017, -0.248, -0.115, -0.246, -0.078, -0.198, -0.082, 0.025, 0.030, 0.041, 0.039, -0.183, 0.044, 0.053, 0.042, 0.143, 0.136, 0.156, 0.096, 0.141, 0.136, 0.140, 0.125, 0.053, 0.143, 0.143, 0.104, 0.135, 0.039, 0.053, 0.089, 0.139, 0.140, 0.095, 0.157, 0.119, 0.042, 0.017, 0.151, 0.152, 0.142, 0.024], "total_charge": 3, "energy_ev": -104873.2392, "homo_lumo_gap_ha": 0.25656, "relative_energy_kcal_mol": 0.0}

# 3
{"formula": "C28H30FeNOS", "method": "ωB97M-V/def2-TZVPD", "symbols": ["Fe", "S", "O", "N", "C", "C", "C", "C", "C", "C", "C", "C", "C", "C", "C", "C", "C", "C", "C", "C", "C", "C", "C", "C", "C", "C", "C", "C", "C", "C", "C", "C", "H", "H", "H", "H", "H", "H", "H", "H", "H", "H", "H", "H", "H", "H", "H", "H", "H", "H", "H", "H", "H", "H", "H", "H", "H", "H", "H", "H", "H", "H"], "coordinates": [[0.055, 0.192, 0.905], [-1.065, 1.967, 2.235], [-1.068, 1.306, -0.319], [-1.507, 1.942, -2.502], [0.041, 0.773, 5.808], [-1.017, 1.026, -1.570], [3.012, 0.560, -3.981], [2.146, -0.019, -0.103], [1.895, 1.337, 0.302], [-0.859, -2.045, -0.012], [-2.301, 0.665, 4.225], [0.653, 0.835, -4.344], [0.086, 1.247, 4.511], [0.081, -3.064, 1.846], [-2.323, 0.185, 5.521], [-1.351, -1.386, 1.205], [-1.087, 1.197, 3.733], [-0.822, -2.777, -2.422], [1.805, 0.047, -4.447], [3.092, 1.794, -3.342], [-1.252, -1.665, -1.457], [0.698, 2.041, -3.606], [1.918, 2.545, -3.133], [2.024, 0.034, 2.190], [-0.440, -0.405, -1.878], [-2.747, -1.407, -1.499], [-1.161, 0.253, 6.317], [2.173, -0.824, 1.076], [-0.607, 2.807, -3.375], [-0.682, -2.014, 2.320], [-0.054, -3.123, 0.429], [1.822, 1.353, 1.716], [-2.302, -0.884, 1.258], [-0.360, 3.804, -2.915], [-3.165, 0.650, 3.556], [2.308, -1.900, 1.121], [0.264, -2.962, -2.387], [1.012, 1.625, 4.068], [1.925, 2.226, -0.336], [-1.088, 3.018, -4.364], [-1.023, -2.555, -3.485], [0.529, -0.431, -1.361], [1.724, -0.970, -4.832], [-1.197, -0.069, 7.361], [-0.319, 0.489, -4.743], [3.904, -0.031, -4.060], [2.112, -0.273, 3.236], [0.540, -3.852, 2.441], [2.474, -0.322, -1.110], [0.953, 0.828, 6.400], [-0.876, -1.784, 3.345], [1.912, 3.535, -2.643], [-1.319, -3.712, -2.179], [-2.412, 2.417, -2.380], [-3.287, -2.336, -1.291], [-3.244, -0.238, 5.923], [4.035, 2.220, -2.973], [0.230, -4.009, -0.140], [1.876, 2.257, 2.308], [-0.257, -0.396, -2.974], [-3.065, -1.003, -2.457], [-3.044, -0.718, -0.735]], "lowdin_charge": [0.731, 0.766, -0.146, 0.069, -0.093, -0.282, -0.092, -0.155, -0.168, -0.223, -0.131, -0.076, -0.141, -0.141, -0.100, -0.210, -0.717, -0.048, -0.077, -0.074, -0.472, -0.237, -0.046, -0.140, -0.060, -0.030, -0.096, -0.133, -0.105, -0.129, -0.081, -0.234, 0.102, 0.126, 0.101, 0.106, 0.091, 0.078, 0.107, 0.128, 0.089, 0.076, 0.113, 0.094, 0.132, 0.100, 0.120, 0.098, 0.115, 0.101, 0.091, 0.120, 0.088, 0.148, 0.102, 0.100, 0.114, 0.100, 0.099, 0.080, 0.090, 0.066], "total_charge": 0, "s_squared": 8.78, "energy_ev": -78279.1709, "multiplicity": 6, "homo_lumo_gap_ha": [0.24551, 0.24032]}

Q: Number 2 is which compound?
A: C28H30F6N6O4S3SiTa